No. 1
{"formula": "C31H29NO4", "method": "ωB97M-V with the def2-TZVPD basis set", "elements": ["C", "C", "C", "O", "C", "O", "C", "C", "C", "C", "C", "C", "C", "N", "C", "C", "C", "O", "O", "H", "H", "H", "H", "H", "H", "H", "H", "H", "H", "H", "H", "C", "C", "C", "C", "C", "C", "C", "C", "C", "C", "C", "C", "C", "C", "C", "C", "C", "H", "H", "H", "H", "H", "H", "H", "H", "H", "H", "H", "H", "H", "H", "H", "H", "H"], "coordinates": [[0.80005, 0.44618, 3.95759], [-0.34588, 0.29675, 2.95402], [-1.57609, -0.31482, 3.63911], [-0.71175, 1.61599, 2.47717], [0.16102, 2.17780, 1.57401], [0.18936, 3.38677, 1.33931], [1.07220, 1.32644, 0.88684], [2.12129, 1.92069, 0.03402], [3.32576, 2.30623, 0.83071], [4.34155, 1.39570, 1.06301], [5.44603, 1.74150, 1.80860], [5.55221, 3.01278, 2.35443], [6.67941, 3.37264, 3.10810], [7.61139, 3.66940, 3.73232], [4.51723, 3.91586, 2.15857], [3.41596, 3.55794, 1.41414], [0.99142, -0.08977, 1.01784], [1.73439, -0.79012, 0.33202], [0.08703, -0.61418, 1.91390], [1.66709, 0.87718, 3.46413], [0.51141, 1.10111, 4.77530], [1.08345, -0.52398, 4.35739], [-2.39326, -0.40049, 2.92597], [-1.34888, -1.30770, 4.02197], [-1.90726, 0.31243, 4.46428], [2.40340, 1.20488, -0.74416], [1.71624, 2.80031, -0.47507], [4.24930, 0.40169, 0.66459], [6.24200, 1.03235, 1.97194], [4.59001, 4.90045, 2.59287], [2.59735, 4.24502, 1.29747], [0.39997, 2.82296, -6.10064], [-0.19543, 2.22670, -4.87431], [-0.59473, 3.02412, -3.80600], [-1.14479, 2.47342, -2.66970], [-1.32554, 1.08450, -2.56061], [-1.91078, 0.50336, -1.39423], [-2.14667, -0.84844, -1.26385], [-2.71743, -1.45721, -0.16814], [-2.92733, -2.86920, -0.06439], [-3.52334, -3.43496, 1.07544], [-3.71294, -4.79493, 1.17202], [-3.32164, -5.65109, 0.14797], [-3.51875, -7.12317, 0.26302], [-2.73565, -5.10196, -0.98528], [-2.54238, -3.74745, -1.09167], [-0.91474, 0.29323, -3.64713], [-0.36461, 0.85248, -4.77211], [0.65351, 2.05320, -6.83144], [-0.29835, 3.51306, -6.57507], [1.31386, 3.36802, -5.86260], [-0.46971, 4.09055, -3.88044], [-1.44682, 3.10653, -1.85242], [-2.18046, 1.14955, -0.57885], [-1.86957, -1.47586, -2.08727], [-3.02082, -0.83232, 0.65260], [-3.83557, -2.79131, 1.87930], [-4.17012, -5.21648, 2.05018], [-3.15804, -7.64332, -0.62679], [-2.97616, -7.52089, 1.12207], [-4.57541, -7.36648, 0.38450], [-2.42631, -5.74522, -1.79156], [-2.08358, -3.35939, -1.98136], [-1.02251, -0.77442, -3.60854], [-0.06060, 0.21540, -5.58509]], "charge": 0, "homo_lumo_gap_ev": 3.5, "multiplicity": 1, "homo_ev": -6.54, "e_lumo_ev": -3.037, "largest_force_ev_per_a": 2.47}


No. 2
{"formula": "C31H30AsBrOPPbS4SbSe2Te2", "method": "ωB97M-V with the def2-TZVPD basis set", "elements": ["Pb", "S", "Sb", "S", "S", "Br", "C", "C", "C", "C", "C", "C", "C", "C", "C", "C", "H", "H", "H", "H", "H", "H", "Se", "Te", "Te", "Se", "C", "As", "C", "C", "S", "H", "H", "H", "H", "H", "H", "H", "H", "H", "O", "P", "C", "C", "C", "C", "C", "C", "C", "C", "C", "C", "C", "C", "C", "C", "C", "C", "C", "C", "H", "H", "H", "H", "H", "H", "H", "H", "H", "H", "H", "H", "H", "H", "H"], "coordinates": [[-0.44269, 0.08475, -0.12110], [-0.25826, -4.02063, 1.39763], [0.56775, -4.33519, -0.67706], [1.16166, -2.12475, -1.66229], [2.74801, -3.18715, -0.74269], [-1.96427, -0.79968, 2.39896], [-3.14825, -1.96821, 1.49019], [-4.02509, -2.65570, 2.26937], [-4.94587, -3.54269, 1.66687], [-4.95198, -3.69365, 0.31569], [-4.03820, -2.97951, -0.50446], [-4.06226, -3.16416, -1.91305], [-3.16348, -2.51817, -2.70287], [-2.20061, -1.65879, -2.11647], [-2.13931, -1.41359, -0.76778], [-3.08738, -2.08924, 0.06739], [-4.00900, -2.52704, 3.34295], [-5.63719, -4.09802, 2.28875], [-5.65375, -4.36939, -0.16079], [-4.80092, -3.83581, -2.33748], [-3.17556, -2.66523, -3.77739], [-1.46690, -1.20002, -2.77721], [-2.72610, 2.07807, -0.25905], [0.81283, 4.36512, -0.64587], [-2.21118, 3.33231, 1.79827], [0.28755, 3.59100, 1.61729], [-0.05568, 2.95669, -5.67125], [-0.87831, 2.26563, -4.07722], [-2.18737, 1.02802, -4.72779], [-1.86739, 3.76430, -3.41970], [0.54574, 1.41758, -2.81417], [-0.81946, 3.31948, -6.36004], [0.52530, 2.16152, -6.13219], [0.60643, 3.77171, -5.38670], [-2.64108, 1.42368, -5.63603], [-2.94538, 0.87348, -3.96163], [-1.68272, 0.08638, -4.92969], [-2.43452, 4.19294, -4.24725], [-1.15812, 4.48523, -3.01731], [-2.52109, 3.44944, -2.60932], [1.68649, -0.42130, 1.70440], [2.53080, -0.58330, 2.92199], [1.55056, -0.79626, 4.41238], [0.70327, -1.90926, 4.44301], [-0.14719, -2.10304, 5.52090], [-0.16820, -1.18577, 6.56512], [0.65149, -0.06580, 6.52838], [1.50795, 0.13210, 5.45204], [3.67620, -1.97558, 2.83239], [3.71808, -3.02682, 3.74301], [4.61201, -4.07738, 3.56020], [5.46892, -4.07781, 2.47112], [5.43566, -3.03009, 1.55773], [4.54351, -1.98730, 1.73568], [3.61601, 0.83817, 3.15348], [3.58074, 1.83171, 2.18229], [4.41133, 2.94332, 2.29057], [5.27901, 3.05618, 3.36657], [5.33236, 2.05277, 4.33247], [4.50690, 0.94425, 4.22273], [0.67660, -2.59992, 3.60303], [-0.80674, -2.96250, 5.53006], [-0.84032, -1.33432, 7.40180], [0.61835, 0.65969, 7.33170], [2.12916, 1.01779, 5.41696], [3.05312, -3.03617, 4.59568], [4.62786, -4.89879, 4.26525], [6.15760, -4.90128, 2.32497], [6.09099, -3.03699, 0.69586], [4.49850, -1.18676, 1.00595], [2.90020, 1.72261, 1.34658], [4.36642, 3.71988, 1.53525], [5.92065, 3.92490, 3.45550], [6.01984, 2.13689, 5.16508], [4.55773, 0.15486, 4.96546]], "charge": -1, "homo_lumo_gap_ev": [6.1, 5.0], "s_squared": 0.76, "multiplicity": 2, "homo_ev": [-4.15, -4.15], "e_lumo_ev": [1.929, 0.861], "largest_force_ev_per_a": 0.48}


No. 3
{"formula": "C31H30BClF4IrN4O2S", "method": "ωB97M-V with the def2-TZVPD basis set", "elements": ["Ir", "F", "C", "F", "F", "C", "C", "C", "C", "N", "C", "S", "H", "H", "H", "Cl", "C", "C", "C", "C", "C", "C", "C", "H", "H", "H", "H", "H", "H", "N", "C", "C", "C", "C", "C", "C", "N", "C", "C", "C", "C", "N", "C", "C", "H", "H", "H", "H", "H", "H", "H", "H", "H", "C", "C", "C", "O", "B", "O", "C", "C", "C", "H", "H", "H", "H", "H", "H", "H", "H", "H", "H", "H", "H", "F"], "coordinates": [[-1.61828, 0.00754, -1.27136], [-3.84938, -6.23326, -1.33786], [-2.98348, -5.19276, -1.31646], [-2.20298, -5.41396, -0.24276], [-2.19728, -5.37716, -2.39586], [-3.67668, -3.87476, -1.30996], [-5.06608, -3.80936, -1.46586], [-5.67268, -2.56416, -1.53536], [-4.87748, -1.43526, -1.46586], [-3.55948, -1.49106, -1.29506], [-2.94448, -2.67746, -1.20176], [-1.25928, -2.57276, -0.92906], [-5.64838, -4.71536, -1.53236], [-6.74168, -2.47856, -1.65486], [-5.29228, -0.44366, -1.54656], [-2.08928, 3.18144, -3.51096], [-1.85698, 3.62954, -1.85676], [-1.16958, 4.79764, -1.58126], [-0.94048, 5.17764, -0.26906], [-1.41588, 4.38234, 0.76594], [-2.12768, 3.24004, 0.48504], [-2.36968, 2.81074, -0.83236], [-3.13398, 1.60264, -1.09096], [-0.82008, 5.40714, -2.40056], [-0.40778, 6.09244, -0.05576], [-1.22328, 4.66164, 1.79254], [-2.50858, 2.62464, 1.28394], [-3.59928, 1.57724, -2.07576], [-3.85498, 1.38854, -0.30696], [5.64282, -0.36236, -2.41206], [6.95262, -0.23146, -2.04926], [8.13512, -0.43996, -2.73046], [9.31722, -0.16106, -2.05586], [9.30422, 0.29284, -0.74086], [8.12492, 0.49544, -0.04626], [6.92142, 0.25154, -0.71096], [5.63872, 0.41724, -0.30506], [4.86902, 0.05204, -1.32986], [3.45752, 0.10694, -1.35486], [2.64742, -0.34116, -2.43426], [1.28652, -0.24366, -2.36566], [0.62072, 0.27874, -1.31306], [1.37812, 0.72794, -0.28456], [2.73762, 0.65074, -0.25886], [5.29952, -0.68276, -3.29966], [8.14502, -0.79426, -3.75156], [10.26202, -0.28616, -2.56776], [10.24922, 0.49944, -0.25536], [8.13092, 0.84564, 0.97504], [3.09122, -0.77636, -3.31826], [0.66852, -0.58256, -3.18686], [0.83232, 1.15764, 0.54014], [3.29652, 1.01244, 0.58714], [-0.80088, 1.20884, 3.86084], [-1.15218, 0.03294, 2.94794], [-0.20658, -1.13796, 3.24694], [-0.89958, 0.41434, 1.59604], [-1.89248, -0.04336, 0.77764], [-2.93938, -0.52856, 1.51444], [-2.67458, -0.36966, 2.91314], [-2.99928, -1.68726, 3.61664], [-3.60898, 0.73114, 3.43754], [0.27052, 1.38524, 3.80024], [-1.05898, 0.98164, 4.89234], [-1.30698, 2.11554, 3.54334], [0.81442, -0.79776, 3.08334], [-0.40088, -1.95946, 2.56154], [-0.29848, -1.48106, 4.27374], [-2.51658, -2.51576, 3.10714], [-4.07398, -1.85776, 3.58874], [-2.67098, -1.65836, 4.65234], [-3.41598, 1.67534, 2.93574], [-3.49348, 0.86494, 4.51014], [-4.63838, 0.45144, 3.22394], [-1.93828, -0.01276, -3.26046]], "charge": -1, "homo_lumo_gap_ev": [5.0, 5.0], "multiplicity": 1, "homo_ev": [-3.51, -3.52], "e_lumo_ev": [1.448, 1.448], "largest_force_ev_per_a": 4.92}


No. 4
{"formula": "C31H30BrCaN3S", "method": "ωB97M-V with the def2-TZVPD basis set", "elements": ["Ca", "C", "C", "C", "C", "C", "C", "C", "C", "N", "C", "C", "C", "C", "N", "C", "C", "C", "C", "C", "C", "C", "C", "H", "H", "H", "H", "H", "H", "H", "H", "H", "H", "H", "H", "H", "H", "H", "H", "H", "H", "H", "H", "H", "H", "H", "H", "Br", "C", "C", "C", "C", "C", "C", "C", "C", "C", "C", "H", "H", "H", "H", "H", "H", "S", "C", "N"], "coordinates": [[-0.48345, -0.96259, -1.53662], [1.98611, 0.40501, 1.77447], [2.65651, 0.94120, 0.53861], [4.04196, 1.04320, 0.46557], [4.65971, 1.57657, -0.65226], [3.89547, 2.03159, -1.71571], [2.51045, 1.94038, -1.68882], [1.66452, 2.41708, -2.83422], [1.91499, 1.38133, -0.55949], [0.49591, 1.18695, -0.54928], [-0.25050, 2.01804, 0.05372], [0.23226, 3.27961, 0.70493], [-1.72065, 1.67656, 0.18006], [-2.62275, 2.69727, 0.80641], [-2.09461, 0.52912, -0.21705], [-3.43033, 0.08184, 0.04254], [-3.67298, -0.53085, 1.27623], [-2.60733, -0.57632, 2.33966], [-4.93496, -1.06072, 1.50646], [-5.92675, -0.97869, 0.54040], [-5.66555, -0.34683, -0.66204], [-4.41482, 0.20044, -0.93502], [-4.18439, 0.93293, -2.22627], [2.71030, -0.11718, 2.39796], [1.18836, -0.29794, 1.52888], [1.55170, 1.21356, 2.37119], [4.63385, 0.68436, 1.29910], [5.73947, 1.63745, -0.69835], [4.37654, 2.45594, -2.58872], [2.28683, 2.74166, -3.66616], [1.03390, 3.26085, -2.53927], [0.99593, 1.62791, -3.18432], [1.30293, 3.40156, 0.56354], [0.01765, 3.26741, 1.77465], [-0.28348, 4.14384, 0.28261], [-2.27097, 2.96709, 1.80255], [-3.64383, 2.33222, 0.87299], [-2.61706, 3.60875, 0.20452], [-2.45723, 0.41553, 2.77830], [-1.64200, -0.90317, 1.95163], [-2.90008, -1.25008, 3.14312], [-5.13854, -1.54523, 2.45379], [-6.90260, -1.40698, 0.72769], [-6.44005, -0.27846, -1.41662], [-4.62892, 0.38194, -3.05446], [-3.12945, 1.07048, -2.45581], [-4.64657, 1.92323, -2.19680], [2.26016, -1.48877, -2.62951], [3.00546, -2.14275, -0.98422], [4.36568, -2.20280, -0.92740], [4.97790, -2.69410, 0.24375], [4.20858, -3.12039, 1.28682], [2.79487, -3.06840, 1.22148], [2.00137, -3.53174, 2.30350], [0.64212, -3.48752, 2.21862], [0.02057, -2.93697, 1.07066], [0.70839, -2.42970, -0.01272], [2.13720, -2.54889, 0.07191], [4.96063, -1.87381, -1.76792], [6.05791, -2.74116, 0.29907], [4.66985, -3.51560, 2.18489], [2.49898, -3.93213, 3.17941], [0.03409, -3.86428, 3.03384], [-1.06914, -2.92330, 1.07229], [-1.06984, 0.17372, -4.30329], [-1.95640, -1.03508, -3.62653], [-2.43392, -1.85419, -2.93893]], "charge": 0, "homo_lumo_gap_ev": 7.0, "multiplicity": 1, "homo_ev": -7.70, "e_lumo_ev": -0.733, "largest_force_ev_per_a": 0.21}